[1]
C4H6OS2 | wB97M-V/def2-TZVPD

Each line ends with the natural charge from an NBO analysis.
Cartesian coordinates (Å):
C  2.78934  0.02212  0.00203  -0.776
S  1.36491  -1.00900  0.03382  0.374
C  -0.00216  0.00664  -0.05604  -0.348
S  0.03798  1.62560  0.04672  -0.005
C  -1.30841  -0.74964  -0.16336  -0.017
C  -2.47718  -0.48820  0.63515  -0.084
O  -2.36787  -0.03852  -0.67865  -0.442
H  3.62838  -0.65847  -0.21761  0.241
H  2.91422  0.54729  1.00357  0.244
H  2.73604  0.72487  -0.80600  0.246
H  -1.13960  -1.76007  -0.51683  0.188
H  -3.02764  -1.42786  0.79881  0.175
H  -2.62424  0.27122  1.37174  0.204

energy: -1027.55825 hartree
molar mass: 134.2 g/mol
max |F|: 2.8 eV Å⁻¹
HOMO-LUMO gap: 8.53 eV
total charge: 0
highest occupied orbital energy: -8.6 eV
multiplicity: 1
ΔE to the lowest compared entry with this formula, charge and spin: 1.9944 eV

[2]
C3H5NO | wB97M-V/def2-TZVPD

Each line ends with the natural charge from an NBO analysis.
Cartesian coordinates (Å):
C  1.25071  0.49709  0.01336  -0.048
N  0.57344  1.57733  -0.23769  -0.035
O  -0.64339  1.37949  -0.38473  -0.314
C  -1.04326  -0.05277  -0.08424  -0.134
C  0.21494  -0.69370  0.06905  -0.512
H  2.27991  0.32569  0.02584  0.205
H  -1.90393  -0.33565  -0.78020  0.217
H  -1.46066  -0.12510  0.95643  0.185
H  0.53469  -1.38227  -0.62671  0.218
H  0.19756  -1.19011  1.04889  0.218

energy: -247.19254 hartree
molar mass: 71.1 g/mol
max |F|: 6.8 eV Å⁻¹
HOMO-LUMO gap: 9.97 eV
total charge: 0
highest occupied orbital energy: -9.0 eV
multiplicity: 1
ΔE to the lowest compared entry with this formula, charge and spin: 3.1209 eV

[3]
C6H10O | wB97M-V/def2-TZVPD

Each line ends with the natural charge from an NBO analysis.
Cartesian coordinates (Å):
C  -1.38682  -0.19166  -0.52702  -0.183
C  -1.42388  -0.08223  0.80049  -0.226
C  -0.36613  0.56362  1.65735  -0.104
O  0.92067  0.66346  1.08586  -0.539
C  1.33962  -0.47156  0.34891  -0.071
C  1.11060  -0.22544  -1.13993  -0.411
C  -0.28799  0.36849  -1.40458  -0.453
H  -2.20458  -0.71528  -1.01901  0.205
H  -2.26613  -0.50923  1.34504  0.208
H  -0.31575  0.03089  2.61641  0.170
H  -0.65092  1.58780  1.90529  0.199
H  0.79628  -1.37351  0.66819  0.173
H  2.40424  -0.63601  0.56224  0.188
H  1.26222  -1.16499  -1.68638  0.202
H  1.86280  0.48163  -1.50985  0.208
H  -0.23850  1.45257  -1.24795  0.220
H  -0.55572  0.22146  -2.45506  0.214

energy: -309.81662 hartree
molar mass: 98.1 g/mol
max |F|: 0.3 eV Å⁻¹
HOMO-LUMO gap: 10.25 eV
total charge: 0
highest occupied orbital energy: -9.1 eV
multiplicity: 1
ΔE to the lowest compared entry with this formula, charge and spin: 0.7006 eV

[4]
HNO2 | wB97M-V/def2-TZVPD

Each line ends with the natural charge from an NBO analysis.
Cartesian coordinates (Å):
O  -1.20649  0.02224  -0.02067  -0.338
N  -0.28067  -0.70021  -0.00190  0.364
O  0.88891  -0.11865  -0.02500  -0.476
H  0.59825  0.79661  0.04758  0.450

energy: -205.73782 hartree
molar mass: 47.0 g/mol
max |F|: 3.3 eV Å⁻¹
HOMO-LUMO gap: 11.26 eV
total charge: 0
highest occupied orbital energy: -10.9 eV
multiplicity: 1
ΔE to the lowest compared entry with this formula, charge and spin: 0.1436 eV

[5]
C4H8NO2S | wB97M-V/def2-TZVPD

Each line ends with the natural charge from an NBO analysis.
Cartesian coordinates (Å):
O  3.19493  -0.47329  1.29283  -0.648
C  2.13336  0.15342  1.17997  0.508
N  1.18855  -0.70897  0.41605  -0.674
C  -0.12594  -0.15064  -0.27701  -0.107
C  -0.67190  1.02213  0.53556  -0.095
O  0.26052  2.16357  0.76744  -0.777
C  -1.24894  -1.18238  -0.29752  -0.531
S  -2.19975  -0.52454  -1.76497  -0.722
H  1.74454  1.03480  1.65088  0.180
H  1.62141  -1.51369  -0.04834  0.386
H  0.20095  -0.08864  -1.36132  0.232
H  -0.86480  0.72045  1.58012  0.174
H  -1.62844  1.37856  0.14538  0.226
H  0.33145  2.70446  -0.06115  0.467
H  -1.96621  -1.29336  0.57512  0.199
H  -0.72587  -2.16455  -0.48170  0.181

energy: -760.62401 hartree
molar mass: 134.2 g/mol
max |F|: 7.7 eV Å⁻¹
HOMO-LUMO gap: 6.25 eV
total charge: -1
highest occupied orbital energy: -2.8 eV
multiplicity: 1
ΔE to the lowest compared entry with this formula, charge and spin: 2.4179 eV

ΔE to the lowest compared entry with this formula, charge and spin of number 2 (C3H5NO)?
3.1209 eV

Which value of ΔE to the lowest compared entry with this formula, charge and spin does entry 3 give?
0.7006 eV

Which of these has the lowest energy?
C4H6OS2

The highest highest occupied orbital energy belongs to which entry?
C4H8NO2S